Model 1:
{"formula": "C5H8S", "method": "ωB97M-V with the def2-TZVPD basis set", "homo_energy_ev": -8.643, "gap_ev": 7.76, "smiles": "CC/C=C/C=S", "symbols": ["C", "C", "C", "C", "C", "S", "H", "H", "H", "H", "H", "H", "H", "H"], "xyz": [[-3.47, -0.38, -0.17], [-2.35, 0.53, 0.29], [-1.07, -0.14, -0.06], [0.20, 0.40, -0.09], [1.40, -0.37, 0.25], [2.95, 0.01, -0.08], [-3.31, -0.41, -1.20], [-3.23, -1.41, 0.14], [-4.44, -0.01, 0.12], [-2.55, 1.00, 1.26], [-2.39, 1.31, -0.52], [-1.09, -1.24, -0.17], [0.32, 1.50, -0.44], [1.14, -1.29, 0.79]], "nbo_charge": [-0.589, -0.468, -0.075, -0.286, -0.297, 0.040, 0.202, 0.196, 0.216, 0.238, 0.219, 0.186, 0.224, 0.194]}

---

Model 2:
{"formula": "C5H8S", "method": "ωB97M-V with the def2-TZVPD basis set", "homo_energy_ev": -8.425, "gap_ev": 9.44, "smiles": "C[C@@H]1SC12CC2", "symbols": ["C", "C", "S", "C", "C", "C", "H", "H", "H", "H", "H", "H", "H", "H"], "xyz": [[1.51, 1.61, 0.46], [0.14, 0.87, 0.48], [-0.33, -0.14, 1.93], [-0.39, -0.53, 0.19], [-1.53, -0.94, -0.67], [-0.24, -1.74, -0.63], [1.43, 2.51, 1.06], [1.76, 1.87, -0.57], [2.29, 0.96, 0.86], [-0.64, 1.61, 0.27], [-1.73, -0.33, -1.54], [-2.41, -1.34, -0.21], [-0.27, -2.69, -0.13], [0.41, -1.72, -1.50]], "nbo_charge": [-0.611, -0.252, 0.121, -0.174, -0.415, -0.405, 0.221, 0.213, 0.219, 0.206, 0.213, 0.220, 0.225, 0.220]}

---

Model 3:
{"formula": "C5H8S", "method": "ωB97M-V with the def2-TZVPD basis set", "homo_energy_ev": -8.816, "gap_ev": 9.92, "smiles": "C/C=C/[C@H]1CS1", "symbols": ["C", "C", "C", "C", "C", "S", "H", "H", "H", "H", "H", "H", "H", "H"], "xyz": [[1.90, -0.90, 2.45], [1.52, -0.37, 1.09], [0.33, -0.47, 0.54], [-0.03, 0.39, -0.65], [-0.61, -0.20, -1.85], [-1.65, 0.82, -0.89], [1.08, -1.48, 2.92], [2.81, -1.51, 2.46], [2.04, -0.11, 3.20], [2.37, 0.17, 0.62], [-0.44, -1.09, 0.97], [0.67, 1.17, -0.78], [-0.18, 0.27, -2.73], [-0.60, -1.28, -1.87]], "nbo_charge": [-0.644, -0.172, -0.202, -0.380, -0.510, 0.203, 0.209, 0.215, 0.220, 0.191, 0.206, 0.218, 0.221, 0.225]}

---

Which of them is most stable? Easy: model 3.

---

Model 1:
{"formula": "C3H3Br2N", "method": "ωB97M-V with the def2-TZVPD basis set", "homo_energy_ev": [-9.261, -9.099], "gap_ev": [7.71, 8.57], "symbols": ["C", "C", "C", "N", "Br", "Br", "H", "H", "H"], "xyz": [[2.35, -0.27, -1.77], [-0.11, -0.01, 0.09], [2.42, -0.06, -0.40], [2.27, -0.50, -2.90], [2.89, -1.59, 0.64], [3.02, 1.60, 0.27], [-0.40, 0.45, -0.83], [-0.04, 0.61, 0.97], [-0.26, -1.07, 0.20]], "nbo_charge": [0.132, -0.401, -0.337, -0.250, 0.135, 0.160, 0.187, 0.186, 0.187]}

---

Model 2:
{"formula": "C3H3Br2N", "method": "ωB97M-V with the def2-TZVPD basis set", "homo_energy_ev": -9.485, "gap_ev": 9.98, "smiles": "Br/C=C\\Br.C#N", "symbols": ["Br", "C", "C", "Br", "H", "H", "C", "N", "H"], "xyz": [[-2.24, -0.76, -1.93], [-0.51, -1.36, -1.16], [0.46, -0.46, -1.15], [0.33, 1.36, -1.48], [-0.67, -2.34, -0.85], [1.34, -0.75, -0.53], [0.55, 1.47, 2.35], [0.31, 0.35, 2.29], [0.43, 2.49, 2.46]], "nbo_charge": [-0.034, -0.212, -0.346, 0.109, 0.238, 0.246, 0.080, -0.304, 0.224]}

---

Which of them is most stable? Easy: model 2.

---

Model 1:
{"formula": "C5H13N2O", "method": "ωB97M-V with the def2-TZVPD basis set", "charge": 1, "homo_energy_ev": -13.694, "gap_ev": 10.84, "smiles": "C[C@H]([NH3+])CNCC=O", "symbols": ["C", "C", "N", "C", "N", "C", "C", "O", "H", "H", "H", "H", "H", "H", "H", "H", "H", "H", "H", "H", "H"], "xyz": [[0.92, -1.40, 2.26], [-0.12, -0.42, 1.65], [-1.09, -1.07, 0.53], [0.63, 0.70, 0.95], [-0.22, 1.34, -0.10], [0.50, 1.37, -1.40], [0.08, 0.29, -2.31], [-0.73, -0.56, -2.01], [1.71, -1.63, 1.54], [0.38, -2.33, 2.52], [1.33, -0.94, 3.18], [-0.79, 0.04, 2.45], [-1.30, -0.36, -0.20], [-1.88, -1.42, 0.92], [-0.62, -1.97, 0.17], [1.46, 0.36, 0.37], [0.88, 1.51, 1.73], [-0.76, 2.23, 0.18], [0.43, 2.16, -2.11], [1.60, 1.47, -1.38], [0.56, 0.24, -3.24]], "nbo_charge": [-0.635, -0.038, -0.716, -0.251, -0.678, -0.374, 0.447, -0.567, 0.226, 0.230, 0.260, 0.232, 0.494, 0.415, 0.439, 0.209, 0.239, 0.418, 0.264, 0.242, 0.145]}

---

Model 2:
{"formula": "C5H13N2O", "method": "ωB97M-V with the def2-TZVPD basis set", "charge": 1, "homo_energy_ev": -12.657, "gap_ev": 9.36, "symbols": ["C", "C", "C", "C", "C", "N", "N", "H", "H", "H", "H", "H", "H", "H", "H", "H", "H", "H", "H", "H", "O"], "xyz": [[-1.04, -0.45, 0.35], [0.01, 0.67, 0.32], [1.15, 0.22, -0.47], [1.05, 0.59, -1.79], [2.97, -1.24, 0.07], [2.26, -0.18, 0.18], [-1.24, -1.04, -0.95], [-0.73, -1.28, 1.08], [-2.08, -0.16, 0.73], [0.14, 0.92, 1.40], [-0.47, 1.65, -0.01], [0.35, 1.29, -2.22], [1.76, 0.26, -2.53], [2.86, -2.05, -0.63], [3.82, -1.35, 0.87], [-1.92, -1.80, -0.93], [-1.69, -0.34, -1.61], [-0.27, -1.33, -1.36], [-1.73, 2.32, 2.58], [-2.94, 1.66, 2.81], [-2.27, 1.66, 2.12]], "nbo_charge": [-0.243, -0.468, 0.098, -0.468, 0.004, -0.403, -0.698, 0.227, 0.265, 0.269, 0.253, 0.216, 0.217, 0.168, 0.207, 0.441, 0.443, 0.466, 0.477, 0.481, -0.951]}

---

Which of them is most stable? Easy: model 1.

---

Model 1:
{"formula": "C5H13N2O", "method": "ωB97M-V with the def2-TZVPD basis set", "charge": 1, "homo_energy_ev": -13.091, "gap_ev": 4.26, "symbols": ["C", "O", "C", "C", "C", "C", "N", "N", "H", "H", "H", "H", "H", "H", "H", "H", "H", "H", "H", "H", "H"], "xyz": [[-1.15, 1.29, 0.28], [-1.77, 2.33, -0.51], [-1.88, -0.05, 0.18], [-0.91, -1.21, 0.62], [0.29, -1.44, -0.32], [0.93, -0.41, -0.90], [4.71, 0.52, -0.61], [-3.20, -0.12, 0.95], [-0.19, 1.03, -0.06], [-1.04, 1.54, 1.33], [-1.13, 2.69, -1.12], [-2.14, -0.17, -0.93], [-0.51, -0.85, 1.69], [-1.45, -2.07, 0.67], [0.71, -2.39, -0.36], [1.97, -0.65, -1.18], [5.55, -0.15, -0.52], [4.55, 0.41, -1.59], [3.91, 0.15, -0.05], [-3.21, -0.86, 1.64], [-4.05, 0.39, 0.78]], "nbo_charge": [-0.012, -0.667, -0.053, -0.444, -0.201, 0.188, -1.056, -0.824, 0.154, 0.214, 0.492, 0.216, 0.265, 0.249, 0.315, 0.276, 0.378, 0.355, 0.338, 0.387, 0.429]}

---

Model 2:
{"formula": "C5H13N2O", "method": "ωB97M-V with the def2-TZVPD basis set", "charge": 1, "homo_energy_ev": -13.691, "gap_ev": 4.44, "symbols": ["N", "C", "C", "N", "C", "C", "C", "O", "H", "H", "H", "H", "H", "H", "H", "H", "H", "H", "H", "H", "H"], "xyz": [[2.49, 1.04, -0.68], [2.14, -0.35, -0.72], [0.72, -0.64, -0.23], [-0.18, 0.42, -0.29], [-2.58, 1.01, -0.59], [-1.48, 0.08, -0.08], [-1.84, -0.14, 1.47], [0.47, -1.76, 0.19], [1.70, 0.57, 3.38], [3.34, 1.20, -1.20], [2.14, 0.27, 3.90], [2.73, -1.07, -0.13], [2.17, -0.80, -1.74], [1.79, 1.66, -1.06], [-2.41, 2.06, -0.31], [-3.52, 0.62, -0.21], [-2.55, 1.02, -1.68], [-1.59, -0.99, -0.41], [-2.79, -0.64, 1.66], [-1.77, 0.82, 1.97], [-1.06, -0.79, 1.89]], "nbo_charge": [-0.758, -0.319, 0.583, -0.011, -0.595, -0.147, -0.464, -0.367, -0.034, 0.392, 0.034, 0.248, 0.215, 0.380, 0.254, 0.244, 0.258, 0.320, 0.269, 0.251, 0.249]}

---

Which of them is most stable? Easy: model 2.

---

Model 1:
{"formula": "C5H13N2O", "method": "ωB97M-V with the def2-TZVPD basis set", "charge": 1, "homo_energy_ev": -12.561, "gap_ev": 4.00, "symbols": ["O", "C", "C", "C", "C", "C", "N", "N", "H", "H", "H", "H", "H", "H", "H", "H", "H", "H", "H", "H", "H"], "xyz": [[1.00, 0.02, 0.34], [0.71, 0.96, -0.40], [-0.40, 0.91, -1.33], [-1.35, -0.22, -1.32], [-2.60, -0.10, -0.41], [-2.10, -0.13, 1.05], [-1.29, -1.35, 1.39], [5.08, 0.37, 0.25], [1.39, 1.81, -0.47], [-0.87, 1.86, -1.53], [-0.83, -1.16, -1.11], [-1.74, -0.33, -2.35], [-3.16, 0.82, -0.60], [-3.29, -0.93, -0.62], [-2.90, 0.07, 1.76], [-1.33, 0.63, 1.12], [-0.32, -1.29, 1.11], [-1.50, -1.92, 2.19], [5.80, 0.31, 0.95], [4.29, -0.17, 0.57], [5.40, -0.16, -0.57]], "nbo_charge": [-0.382, 0.264, 0.235, -0.548, -0.338, -0.226, -0.741, -1.071, 0.194, 0.225, 0.264, 0.315, 0.237, 0.255, 0.251, 0.185, 0.402, 0.409, 0.368, 0.346, 0.359]}

---

Model 2:
{"formula": "C5H13N2O", "method": "ωB97M-V with the def2-TZVPD basis set", "charge": 1, "homo_energy_ev": -12.984, "gap_ev": 9.57, "smiles": "C=C(N)C[C@H]([NH3+])CO", "symbols": ["C", "C", "N", "C", "C", "N", "C", "O", "H", "H", "H", "H", "H", "H", "H", "H", "H", "H", "H", "H", "H"], "xyz": [[-1.96, 0.93, -1.89], [-1.07, 0.13, -1.32], [-0.17, -0.69, -2.10], [-0.78, 0.10, 0.17], [0.66, 0.31, 0.56], [1.42, -1.00, 0.26], [0.82, 0.77, 2.03], [0.69, -0.26, 2.95], [-1.86, 0.91, -2.96], [-2.67, 1.51, -1.32], [0.13, -0.40, -3.01], [-0.53, -1.64, -2.13], [-1.38, 1.00, 0.47], [-1.38, -0.60, 0.77], [1.10, 1.05, -0.13], [1.83, -1.39, 1.12], [2.10, -0.70, -0.43], [0.82, -1.74, -0.11], [0.20, 1.62, 2.32], [1.87, 1.10, 2.12], [0.15, -0.99, 2.64]], "nbo_charge": [-0.383, 0.144, -0.920, -0.519, -0.060, -0.688, -0.079, -0.696, 0.218, 0.225, 0.401, 0.380, 0.267, 0.240, 0.240, 0.444, 0.460, 0.451, 0.218, 0.191, 0.466]}

---

Model 3:
{"formula": "C5H13N2O", "method": "ωB97M-V with the def2-TZVPD basis set", "charge": 1, "homo_energy_ev": -12.803, "gap_ev": 9.27, "smiles": "C=C([NH3+])C[C@H](N)CO", "symbols": ["C", "C", "N", "C", "C", "N", "C", "O", "H", "H", "H", "H", "H", "H", "H", "H", "H", "H", "H", "H", "H"], "xyz": [[-0.86, 2.24, -1.35], [-0.82, 0.94, -1.27], [-2.15, 0.14, -1.35], [0.28, 0.00, -0.92], [0.28, -0.42, 0.58], [0.38, 0.73, 1.46], [1.60, -1.23, 0.72], [1.24, -2.05, 1.90], [-1.62, 2.96, -1.64], [0.00, 2.91, -1.40], [-2.45, 0.23, -2.33], [-2.87, 0.46, -0.71], [-1.93, -0.83, -1.19], [0.30, -0.94, -1.47], [1.19, 0.59, -1.07], [-0.67, -0.91, 0.78], [1.21, 1.26, 1.25], [0.33, 0.53, 2.45], [2.53, -0.72, 1.01], [2.05, -1.98, 0.05], [1.94, -2.70, 2.04]], "nbo_charge": [-0.371, 0.159, -0.708, -0.481, -0.046, -0.847, -0.116, -0.744, 0.246, 0.254, 0.451, 0.455, 0.441, 0.235, 0.249, 0.200, 0.362, 0.398, 0.195, 0.191, 0.476]}

---

Which of them is most stable? Easy: model 2.

---

Model 1:
{"formula": "C5H13N2O", "method": "ωB97M-V with the def2-TZVPD basis set", "charge": 1, "homo_energy_ev": -13.518, "gap_ev": 10.65, "smiles": "C[NH2+]CCNCC=O", "symbols": ["C", "N", "C", "C", "N", "C", "C", "O", "H", "H", "H", "H", "H", "H", "H", "H", "H", "H", "H", "H", "H"], "xyz": [[0.51, -2.71, 0.09], [0.89, -1.28, 0.03], [0.17, -0.50, 1.07], [0.28, 0.99, 1.18], [0.50, 1.40, -0.22], [-0.61, 2.15, -0.86], [-1.41, 1.25, -1.76], [-1.23, 0.07, -1.83], [-0.11, -2.91, -0.78], [1.25, -3.47, 0.26], [-0.28, -2.89, 0.84], [1.94, -1.23, 0.13], [0.69, -0.70, -0.83], [-0.88, -0.87, 1.04], [0.23, -1.02, 2.14], [-0.65, 1.13, 1.75], [1.04, 1.40, 1.83], [1.40, 1.83, -0.42], [-0.22, 3.10, -1.36], [-1.25, 2.51, -0.03], [-2.25, 1.77, -2.26]], "nbo_charge": [-0.447, -0.543, -0.244, -0.260, -0.676, -0.346, 0.447, -0.545, 0.249, 0.253, 0.235, 0.434, 0.495, 0.233, 0.237, 0.235, 0.225, 0.400, 0.246, 0.231, 0.139]}

---

Model 2:
{"formula": "C5H13N2O", "method": "ωB97M-V with the def2-TZVPD basis set", "charge": 1, "homo_energy_ev": -12.680, "gap_ev": 9.27, "symbols": ["C", "C", "C", "C", "C", "N", "N", "H", "H", "H", "H", "H", "H", "H", "H", "H", "H", "H", "H", "H", "O"], "xyz": [[0.03, -0.44, -1.46], [-0.45, -0.40, -0.02], [0.29, 0.78, 0.69], [0.33, 2.05, 0.19], [1.57, -0.02, 2.52], [0.48, 0.46, 2.07], [1.68, -0.66, -1.47], [-0.31, -1.23, -2.19], [-0.14, 0.49, -2.04], [-0.37, -1.39, 0.48], [-1.54, -0.13, 0.00], [-0.15, 2.37, -0.68], [0.68, 2.80, 0.89], [2.48, -0.28, 2.03], [1.48, -0.08, 3.69], [2.19, -0.39, -2.31], [1.95, 0.08, -0.76], [1.89, -1.55, -1.03], [-3.78, -1.02, -2.27], [-3.97, -0.86, -0.62], [-3.26, -1.16, -1.37]], "nbo_charge": [-0.161, -0.514, 0.107, -0.454, -0.028, -0.397, -0.737, 0.247, 0.232, 0.248, 0.303, 0.216, 0.235, 0.160, 0.210, 0.449, 0.444, 0.436, 0.494, 0.493, -0.981]}

---

Model 3:
{"formula": "C5H13N2O", "method": "ωB97M-V with the def2-TZVPD basis set", "charge": 1, "homo_energy_ev": -14.734, "gap_ev": 5.30, "symbols": ["O", "C", "N", "C", "C", "N", "C", "C", "H", "H", "H", "H", "H", "H", "H", "H", "H", "H", "H", "H", "H"], "xyz": [[-1.50, -0.22, 1.56], [-1.31, -0.04, 0.35], [-1.62, 0.36, -0.81], [-4.70, 0.63, 0.24], [1.92, 0.05, -0.11], [3.24, -0.34, -0.58], [3.32, -1.65, -1.19], [1.78, 1.25, 0.91], [-5.74, 0.17, 0.02], [-3.97, -0.15, 0.39], [-4.78, 1.20, 1.17], [-4.26, 1.30, -0.49], [1.19, 0.28, -0.87], [-0.44, -0.36, -0.50], [1.43, -0.76, 0.55], [2.72, -2.42, -0.61], [4.40, -2.08, -1.21], [2.94, -1.82, -2.18], [2.26, 2.12, 0.46], [0.76, 1.50, 1.11], [2.36, 0.96, 1.77]], "lowdin_charge": [0.090, -0.529, 0.289, -0.051, -0.226, 0.277, -0.031, -0.024, 0.068, -0.023, 0.026, -0.002, 0.130, 0.158, 0.178, 0.142, 0.147, 0.132, 0.095, 0.068, 0.085]}

---

Which of them is most stable? Easy: model 1.